Density functional theory data (ωB97M-V/def2-TZVPD) for a gas-phase ion, C7H12N2O2PS (charge +1) in a non-equilibrium geometry.

Structure (XYZ):
```
25
Properties=species:S:1:pos:R:3:mulliken_charge:R:1
S 2.23377 1.95480 2.16333 -0.19
P 1.10156 0.53562 1.46426 0.70
O 1.61481 -0.62437 0.56193 -0.27
O -0.10800 -0.01991 2.31672 -0.23
N -0.94548 0.89539 -2.54225 -0.15
N -0.59174 1.24292 -0.39902 -0.15
C 0.66086 -1.54958 -0.02000 0.45
C -1.53640 2.09704 -2.22090 -0.25
C -0.42011 0.40700 -1.37087 0.27
C -1.30225 2.37299 -0.91548 -0.77
C 1.41811 -2.82498 -0.32588 -1.43
C -0.63591 0.68203 3.38422 -0.69
C 0.17421 -0.96056 -1.44875 -0.82
H -1.32341 1.35225 3.04889 0.35
H 1.45341 -3.49157 0.48493 0.36
H -0.24884 -1.49898 0.54509 0.48
H -0.69265 -1.60447 -1.74428 0.40
H -2.11803 2.57981 -2.97833 0.43
H -0.78889 0.42982 -3.44265 0.26
H 0.16055 1.34098 3.72828 0.32
H 0.92537 -0.91533 -2.22270 0.45
H 1.27028 -3.27300 -1.32385 0.36
H -1.20077 0.02326 4.02567 0.26
H -1.49381 3.24816 -0.38009 0.45
H 2.39337 -2.39933 -0.38826 0.41
```

Energy relative to the best compared isomer or geometry (same formula, charge and spin) = 156.47 kJ/mol
Charge = +1
Spin multiplicity = 1
Electronic energy = -34646.3170 eV
Strongest force on any atom = 0.08298 Eh/bohr